No. 1
A single C3H5NO molecule, computed with wB97M-V/def2-TZVPD.

```
10
C3H5NO, DFT wB97M-V/def2-TZVPD
C -1.59892 -0.10574 0.02930
C -0.29539 -1.04665 -0.13413
N 0.81389 -0.42521 -0.52712
C 1.26366 0.84145 0.04498
O 1.96788 -0.28369 0.35968
H -2.53846 -0.63265 0.01661
H -1.55007 1.04991 0.12963
H -0.33302 -2.15157 -0.01982
H 1.76071 1.54016 -0.58701
H 0.50974 1.21399 0.68788
```

Values from the calculation:
Frontier orbital gap in Eh: 0.324
Structure (SMILES): C=CN1CO1
Molar mass in g/mol: 71.08

=====

No. 2
A molecular structure, C14H20CdN2O, computed with wB97M-V/def2-TZVPD.

```
38
C14H20CdN2O, DFT wB97M-V/def2-TZVPD
C 3.01264 1.49082 0.42289
C 3.21180 0.80793 -0.99782
H 2.16419 2.19245 0.47065
H 3.90010 2.12132 0.56883
H 3.05336 0.79840 1.28117
H 2.39527 0.96790 -1.72027
H 4.06306 1.33850 -1.44682
H 3.52919 -0.24699 -0.94466
C -0.71625 2.25652 1.17688
C -1.91114 2.81467 1.62915
C -3.11253 2.35586 1.08179
C -3.07154 1.34791 0.12668
H 0.24276 2.54904 1.60508
H -1.87230 3.57325 2.40641
H -4.06564 2.76729 1.40036
H -3.98108 0.93244 -0.29434
N -0.68483 1.31344 0.22090
C -1.83792 0.81366 -0.27892
C -1.74576 -0.34216 -1.20182
N -0.52717 -0.90999 -1.37502
C -0.41710 -2.01296 -2.13694
C -2.76448 -2.00819 -2.63737
C -1.51033 -2.59902 -2.78603
H 0.57964 -2.44967 -2.21618
H -1.35344 -3.49470 -3.37607
C -2.88024 -0.87183 -1.84444
H -3.83503 -0.37884 -1.69413
H -3.64359 -2.41757 -3.12157
Cd 1.32083 -0.03441 0.06504
C 2.14270 -2.06655 -0.16338
H 2.38145 -2.26935 -1.21550
H 1.32915 -2.72859 0.16219
H 3.03377 -2.24071 0.45668
C 0.71362 -0.70574 3.30088
O 0.89588 0.15259 2.22522
H 1.61582 -1.29289 3.54580
H -0.10479 -1.42368 3.12212
H 0.44994 -0.10018 4.18255
```

Values from the calculation:
Frontier orbital gap in Eh: 0.231
Molar mass in g/mol: 344.74

=====

No. 3
6 unconnected molecules or ions with the total composition C64H139F3NO5P3, computed with wB97M-V/def2-TZVPD.

```
215
C64H139F3NO5P3, DFT wB97M-V/def2-TZVPD
C -5.63434 1.82743 -3.91948
O -5.31620 1.14822 -2.65040
O -6.80553 1.33263 -4.25641
C -5.57326 3.39488 -3.84344
F -4.30189 3.85350 -3.77974
F -6.11690 4.05703 -4.89844
F -6.13964 3.84512 -2.69888
C -3.93868 1.21804 -2.25183
C -3.95296 0.77645 -0.83427
H -3.10681 0.11845 -0.61375
H -3.93252 1.60580 -0.12523
H -4.85172 0.21237 -0.58123
H -3.59048 2.25228 -2.27485
H -3.35843 0.53987 -2.88515
H -4.89433 1.60142 -4.71242
O -0.34121 0.37778 0.42880
C 0.49479 0.17260 1.47903
O 1.43246 0.98489 1.60815
O 0.21435 -0.74624 2.28753
H 0.14846 1.18517 0.19454
C 8.76384 -5.23954 -0.42743
C 7.35967 -4.65414 -0.66572
C 6.81249 -3.76382 0.48282
C 5.30918 -3.48981 0.33790
N 4.66846 -2.38157 1.17190
C 3.14915 -2.36619 0.96740
C 2.93640 -1.39921 -0.22471
C 3.88730 -0.30495 0.14753
C 5.14732 -1.02573 0.56980
C 5.01992 -2.51286 2.66080
C 4.35061 -1.53596 3.60749
C 4.83019 -1.77266 5.07234
H 9.16267 -5.46458 -1.41829
H 8.64359 -6.19460 0.07920
H 9.47915 -4.51051 -0.04929
H 6.72074 -5.52430 -0.83711
H 7.27014 -4.15740 -1.63417
H 7.35762 -2.81876 0.51832
H 7.05009 -4.30950 1.39715
H 4.73723 -4.36767 0.64673
H 5.05844 -3.38761 -0.71795
H 2.69918 -1.78761 1.77472
H 2.60753 -3.30817 0.90872
H 2.05832 -0.77659 -0.40018
H 3.19062 -1.89224 -1.16443
H 3.59189 0.34128 0.97369
H 4.05933 0.35407 -0.70440
H 5.75164 -0.52507 1.32387
H 5.74038 -1.22886 -0.32053
H 6.10663 -2.48436 2.73439
H 4.72000 -3.54270 2.86407
H 3.26795 -1.64610 3.65620
H 4.61348 -0.51441 3.32881
H 5.87513 -1.50058 5.22155
H 4.70217 -2.83348 5.29528
H 4.26819 -1.25169 5.84608
C -0.48804 8.29815 -7.17444
C -1.19171 7.02293 -7.64427
C -0.92670 5.80266 -6.81672
C -1.85235 4.63483 -7.13410
P -1.01803 2.96917 -7.21234
C 0.11140 2.81861 -5.79319
C -0.49437 3.24463 -4.42239
C 0.26954 2.70856 -3.21111
C 1.70935 3.24408 -3.14547
C -2.30961 1.68711 -6.95644
C -1.82158 0.28148 -6.55706
C -2.80874 -0.84898 -6.87359
C -2.31120 -2.24070 -6.60173
C -0.11771 2.83658 -8.76693
C 1.23515 3.60332 -8.85569
C 1.97645 3.31432 -10.15128
C 1.37960 4.07872 -11.39645
H -0.93772 9.11750 -7.73571
H 0.58626 8.34241 -7.35847
H -0.60944 8.50293 -6.10989
H -1.09052 7.01934 -8.73234
H -2.26791 7.21322 -7.59119
H -1.08355 6.07249 -5.77146
H 0.10373 5.44046 -6.84502
H -2.38975 4.72458 -8.07942
H -2.58876 4.56429 -6.33162
H 0.93442 3.50178 -6.01492
H 0.56930 1.82887 -5.83231
H -1.51799 2.86240 -4.38056
H -0.65968 4.32125 -4.36860
H 0.34579 1.61847 -3.27201
H -0.08782 2.81280 -2.18544
H 1.63485 4.31272 -2.92250
H 2.15344 3.27095 -4.14286
H 2.45007 2.87822 -2.43626
H -2.75735 1.61803 -7.95042
H -2.96165 2.19496 -6.24381
H -1.56065 0.15899 -5.50432
H -0.91614 0.12630 -7.15102
H -3.04626 -0.84093 -7.94156
H -3.76057 -0.62034 -6.39065
H -2.89095 -3.13978 -6.80438
H -2.15164 -2.30282 -5.51971
H -1.33392 -2.40385 -7.06101
H -0.85895 3.02649 -9.54375
H 0.13480 1.77318 -8.79974
H 1.96204 3.29774 -8.09863
H 1.15265 4.66358 -8.60898
H 1.87627 2.24524 -10.34945
H 3.03464 3.53395 -10.01605
H 0.31773 3.86747 -11.50669
H 1.99698 3.86438 -12.26621
H 1.50190 5.13473 -11.15093
C -5.05974 -0.06320 2.99618
C -3.74163 -0.80907 3.16935
C -3.81020 -2.16865 2.51951
C -2.51732 -2.97684 2.84335
P -1.80503 -3.99350 1.53316
C -2.63394 -5.58199 1.25217
C -3.93733 -5.53970 0.41240
C -4.57761 -6.90499 0.26757
C -6.03263 -6.94371 -0.30412
C -1.56541 -3.13570 -0.08405
C -0.67673 -3.84113 -1.12218
C -0.77759 -3.10468 -2.50587
C -0.14789 -1.72793 -2.49045
C -0.09251 -4.44772 2.07099
C -0.07202 -5.24140 3.42236
C 1.20082 -6.09083 3.62377
C 1.34258 -7.32033 2.71477
H -5.26690 0.02313 1.92704
H -5.14370 0.92230 3.45305
H -5.95138 -0.59494 3.33381
H -3.67377 -1.12469 4.21484
H -2.84240 -0.27697 2.85842
H -3.96356 -2.20559 1.43866
H -4.66782 -2.71390 2.91703
H -2.58848 -3.66929 3.68543
H -1.67439 -2.32745 3.09742
H -2.86715 -5.95081 2.25446
H -1.94969 -6.33573 0.85764
H -3.71666 -5.16348 -0.58772
H -4.60938 -4.88093 0.96589
H -4.65836 -7.35928 1.25886
H -3.90537 -7.59170 -0.25135
H -6.45088 -7.89241 0.02601
H -6.05192 -6.88460 -1.39084
H -6.53485 -6.09182 0.15306
H -1.22853 -2.15120 0.25884
H -2.54642 -2.81530 -0.44454
H -1.00956 -4.83994 -1.41294
H 0.32389 -3.99375 -0.71577
H -1.84516 -3.02364 -2.72153
H -0.40157 -3.78409 -3.27151
H 0.92824 -1.89622 -2.45584
H -0.52794 -1.17626 -1.63003
H -0.46683 -1.13289 -3.34665
H 0.57687 -3.60356 2.24103
H 0.31983 -5.08450 1.28676
H -0.92911 -5.91806 3.47546
H -0.22757 -4.52839 4.23319
H 1.52689 -6.31165 4.63869
H 1.93115 -5.35242 3.27191
H 2.31462 -7.80204 2.84609
H 1.56156 -7.07908 1.67035
H 0.53188 -8.04190 2.79605
C 4.83222 1.92771 5.27603
C 3.88706 3.13710 5.40888
C 2.48924 2.81342 4.75107
C 1.71321 1.64485 5.45431
P -0.08715 1.91503 5.43496
C -1.07155 0.55371 6.18583
C -0.94450 -0.80893 5.57159
C -1.45792 -1.94175 6.43526
C -0.44167 -2.34432 7.47246
C -0.44086 3.45006 6.44809
C 0.06240 3.34295 7.90696
C -0.08170 4.68160 8.53554
C 0.32622 4.62200 10.04002
C -0.69013 2.44268 3.82091
C -1.60506 3.64504 3.61864
C -2.28771 3.65133 2.24695
C -1.19408 3.89216 1.12496
H 4.37189 1.03244 5.69096
H 5.74568 2.19627 5.80447
H 4.96180 1.85184 4.19632
H 4.38040 3.96620 4.90295
H 3.67421 3.42437 6.43975
H 2.59311 2.47428 3.71828
H 2.00051 3.78470 4.65118
H 2.10354 1.57571 6.47010
H 1.94777 0.74518 4.88497
H -2.13607 0.80769 6.17385
H -0.98859 0.50043 7.27523
H 0.03245 -1.01763 5.12519
H -1.48534 -0.73464 4.62414
H -1.90801 -2.80241 5.94276
H -2.23635 -1.55735 7.10348
H -0.76737 -3.21023 8.05200
H -0.15764 -1.58587 8.20001
H 0.40324 -2.76280 6.91803
H -1.52976 3.49660 6.47913
H -0.01102 4.32815 5.96922
H 1.07222 2.92407 7.92435
H -0.45879 2.56831 8.47429
H -1.11142 5.01828 8.40776
H 0.56359 5.42495 8.06435
H 1.40186 4.51108 10.16464
H -0.16397 3.77360 10.52219
H -0.08442 5.46665 10.59260
H -1.08229 1.58399 3.26915
H 0.22656 2.71890 3.29372
H -0.91131 4.46417 3.82333
H -2.37422 3.81593 4.37548
H -3.02726 4.40170 1.97821
H -2.72751 2.65407 2.19554
H -0.26326 4.34632 1.46829
H -1.53380 4.64477 0.40989
H -0.96666 3.05289 0.46756
```

Values from the calculation:
Total charge: +2
Frontier orbital gap in Eh: 0.168
Molar mass in g/mol: 1152.73

=====

No. 4
7 unconnected molecules or ions with the total composition C51H89FN4O26P, computed with wB97M-V/def2-TZVPD.

```
172
C51H89FN4O26P, DFT wB97M-V/def2-TZVPD
C 3.38194 -3.56643 1.25523
C 3.18685 -2.51883 0.68567
C 2.85204 -1.32372 -0.22030
C 2.69132 -0.15839 0.80314
C 1.39549 -0.21056 1.66779
C 1.52437 -0.97034 3.01726
C 2.54410 -0.32593 4.01833
C 3.82881 -1.19401 4.17578
N 3.98121 -1.33926 -1.15359
C 4.82764 -0.19182 -1.32246
C 5.63370 0.36392 -0.32215
C 6.45429 1.47330 -0.53355
C 6.53389 2.07296 -1.80113
C 5.74924 1.50390 -2.82577
C 4.90160 0.41056 -2.60536
C 3.67156 -2.12700 -2.24425
N 4.47452 -2.80968 -2.98912
O 4.00298 -3.57321 -4.01667
C 5.07378 -4.13221 -4.81568
C 5.20336 -5.66312 -4.58274
C 4.03600 -6.47309 -5.21934
O 5.42381 -5.99900 -3.22545
N 2.27748 -2.10839 -2.36708
C 1.74036 -1.77973 -3.68062
O 1.01240 -2.55584 -4.21873
N 2.08147 -0.55368 -4.38234
C 0.95349 0.29641 -4.62662
O 0.16114 0.12218 -5.48365
F 0.88924 1.37116 -3.80416
C 1.58619 -1.53104 -1.14909
O 1.17142 -0.22375 -1.39632
C 0.54110 -2.59448 -0.70431
C -0.94373 -2.15682 -0.88756
P -1.80159 -2.95728 -2.33027
O -1.86901 -1.96355 -3.41370
O -3.31311 -3.42249 -1.91432
C -4.07067 -2.32763 -1.36182
C -4.75456 -1.42533 -2.44851
O -1.05724 -4.34278 -2.77472
C -1.25458 -5.33186 -1.71274
C 0.04520 -6.13399 -1.41335
H 3.76943 -4.52236 1.57593
H 2.81323 0.80623 0.27424
H 3.54361 -0.20510 1.51034
H 0.52506 -0.61975 1.11914
H 1.13487 0.83866 1.91387
H 1.69235 -2.05656 2.87930
H 0.52433 -0.90380 3.49917
H 2.76322 0.69701 3.64444
H 2.04390 -0.22400 4.99706
H 4.19703 -1.50468 3.18471
H 3.55352 -2.09165 4.76246
H 4.56109 -0.62194 4.76964
H 5.61142 -0.07655 0.68523
H 7.05874 1.90885 0.27197
H 7.18968 2.92348 -2.02005
H 5.84484 1.96525 -3.81890
H 4.34421 0.05241 -3.47609
H 5.47654 -2.78764 -2.80053
H 6.03346 -3.59043 -4.73476
H 4.75147 -4.01813 -5.87004
H 6.12035 -5.96205 -5.13319
H 3.62984 -5.99017 -6.13037
H 3.18836 -6.58292 -4.51717
H 4.39523 -7.47044 -5.53097
H 4.85287 -5.48919 -2.63667
H 2.61709 -0.72364 -5.22608
H 0.35976 -0.18851 -1.92827
H 0.66452 -2.87890 0.35883
H 0.77407 -3.51727 -1.26344
H -1.49680 -2.51953 0.00692
H -1.10416 -1.06559 -0.89936
H -3.52215 -1.71234 -0.62462
H -4.90890 -2.79146 -0.80330
H -5.68777 -1.02268 -2.01673
H -4.03964 -0.63066 -2.70859
H -4.95051 -2.07747 -3.31457
H -1.58354 -4.86909 -0.76366
H -2.02876 -6.03520 -2.06521
H 0.15646 -6.23402 -0.31252
H 0.02034 -7.17076 -1.79161
H 0.93272 -5.58006 -1.76489
C -0.69528 2.71072 -7.15821
C -1.27759 3.74136 -8.10285
O -0.49423 4.94316 -8.11111
C 0.63116 4.89006 -8.82436
O 1.02898 3.94496 -9.45469
O 1.25366 6.06550 -8.70110
C 2.52672 6.11917 -9.34544
H -0.56141 3.13674 -6.16165
H -1.34813 1.84113 -7.08651
H 0.28574 2.37598 -7.49772
H -2.27225 4.02730 -7.76295
H -1.38189 3.34541 -9.11376
H 2.45447 5.81788 -10.38918
H 3.24029 5.48848 -8.81475
H 2.87074 7.14988 -9.30291
C 6.63530 -9.03684 -3.63014
C 5.92855 -10.15518 -4.36946
O 6.18911 -11.42497 -3.76386
C 5.49170 -11.68350 -2.65461
O 4.67580 -10.95854 -2.14568
O 5.87163 -12.87650 -2.19789
C 5.26816 -13.24490 -0.95611
H 7.70155 -9.25253 -3.53917
H 6.50866 -8.09025 -4.15309
H 6.24519 -8.92369 -2.61902
H 6.30991 -10.21740 -5.38863
H 4.85376 -9.97597 -4.43623
H 4.18321 -13.16919 -1.00637
H 5.65784 -12.62011 -0.15257
H 5.53689 -14.27945 -0.75729
C -6.18148 1.42133 3.30356
C -5.00792 0.49982 3.04884
O -4.36973 0.80220 1.79690
C -3.56482 1.86444 1.80509
O -3.32596 2.56586 2.75478
O -3.08597 2.02789 0.56571
C -2.27779 3.19524 0.41233
H -6.87348 1.40305 2.45946
H -6.71489 1.12382 4.20656
H -5.85320 2.45370 3.42458
H -5.36178 -0.52805 2.97321
H -4.28523 0.53471 3.86532
H -1.48190 3.22554 1.15589
H -2.89919 4.08843 0.48050
H -1.82392 3.16197 -0.57586
C -4.19726 10.30005 -1.02672
C -4.86618 9.00732 -1.44662
O -4.29336 7.87983 -0.76816
C -4.69384 7.70608 0.49261
O -5.48209 8.39017 1.08794
O -4.04566 6.64627 0.98939
C -4.31146 6.40043 2.37236
H -3.11576 10.23062 -1.15727
H -4.57308 11.13614 -1.61710
H -4.37995 10.51379 0.02655
H -4.70174 8.83993 -2.51053
H -5.94454 9.04272 -1.28699
H -5.38135 6.33644 2.56575
H -3.85861 7.18270 2.98135
H -3.85506 5.44667 2.63298
C -9.52731 2.47465 9.31040
C -8.35018 1.55970 9.04180
O -7.72519 1.86921 7.78767
C -6.92468 2.93702 7.79406
O -6.68081 3.63571 8.74250
O -6.45666 3.10921 6.55495
C -5.65373 4.28113 6.39564
H -10.22564 2.45500 8.47181
H -10.05186 2.16953 10.21632
H -9.20271 3.50808 9.43302
H -8.69830 0.53020 8.96423
H -7.62075 1.59502 9.85205
H -4.85030 4.31346 7.12973
H -6.27699 5.17227 6.47091
H -5.21262 4.24645 5.40157
C 1.07697 5.60566 6.53047
C 0.60803 4.20971 6.88766
O 0.11341 4.15457 8.23070
C -1.11834 4.64022 8.40753
O -1.82871 5.09639 7.54964
O -1.41483 4.55241 9.70405
C -2.67868 5.12453 10.05444
H 1.80039 5.96504 7.26437
H 1.53911 5.61496 5.54239
H 0.24596 6.31108 6.52756
H 1.45028 3.51921 6.84324
H -0.14587 3.84757 6.18649
H -3.48108 4.71975 9.43954
H -2.63530 6.20937 9.96002
H -2.87451 4.87075 11.09324
```

Values from the calculation:
Total charge: +1
Frontier orbital gap in Eh: 0.314
Molar mass in g/mol: 1224.25